74
Properties=species:S:1:pos:R:3:forces:R:3 method="wB97M-V/def2-TZVPD" orbital_gap_ev="5.6 / 7.1" multiplicity=3 homo_energy_ev="-10.8 / -12.3" lumo_ev="-5.2 / -5.3" relative_energy_kj_mol=8.3 total_charge=+2 e_tot_ev=-106175.1146
Ti -0.0032 0.1657 0.1168 0.56 0.30 -1.30
N 2.2432 -0.6601 3.6041 -0.16 0.14 0.09
C 3.5591 -1.1341 3.4063 -0.02 0.01 0.00
C 4.3317 -1.4738 4.5043 0.00 -0.01 -0.03
C 5.6223 -1.9492 4.3237 0.02 0.00 -0.02
C 6.1341 -2.0990 3.0449 -0.02 0.00 0.06
C 5.3535 -1.7650 1.9473 -0.02 0.00 -0.03
C 4.0709 -1.2722 2.1268 0.16 -0.17 -0.01
S 3.1407 -0.7782 0.7064 -0.13 0.26 0.15
N 1.5777 -0.5003 1.3566 0.07 -0.23 0.25
C 1.3334 -0.4370 2.6354 0.28 -0.11 -0.07
C -0.0554 -0.1111 3.0217 -0.01 0.12 0.26
C -0.4993 -0.1134 4.3401 0.15 -0.09 -0.08
C -1.7988 0.2514 4.6258 -0.10 0.03 -0.09
C -2.6314 0.6094 3.5720 -0.03 0.01 0.10
C -2.1322 0.5758 2.2910 0.04 -0.02 -0.22
N -0.8682 0.2237 1.9962 -0.11 -0.02 0.67
H 1.9728 -0.4811 4.5550 0.02 0.00 0.00
H 3.9266 -1.3650 5.5031 -0.02 0.00 0.01
H 6.2221 -2.2059 5.1854 0.00 0.00 0.00
H 7.1360 -2.4763 2.8986 0.01 0.00 -0.01
H 5.7534 -1.8807 0.9472 -0.01 0.01 -0.02
H 0.1503 -0.4132 5.1498 -0.01 0.01 0.02
H -2.1598 0.2541 5.6442 0.01 0.00 0.01
H -3.6560 0.9086 3.7388 0.00 0.00 0.02
H -2.7504 0.8409 1.4419 -0.02 0.00 0.03
S -5.9409 -3.3527 -3.0757 0.02 0.03 0.06
N -5.5259 -1.7969 -3.0915 0.03 -0.04 -0.02
C -4.3886 -1.6995 -2.4194 -0.09 0.01 -0.05
C -3.6601 -0.4726 -2.1755 0.05 0.15 0.04
C -4.0956 0.7756 -2.6271 0.01 -0.02 0.01
C -3.3532 1.8939 -2.3181 0.09 0.02 0.05
C -2.1970 1.7455 -1.5574 -0.07 -0.03 -0.06
N -1.7704 0.5650 -1.1237 -0.09 -0.36 0.12
C -2.4787 -0.5439 -1.4307 -0.08 -0.23 0.00
C -1.9717 -1.8441 -0.9426 -0.22 0.17 -0.15
N -0.7993 -1.8463 -0.2730 -0.17 0.20 0.06
C -0.3199 -3.0002 0.1880 -0.08 0.00 -0.12
C -0.9808 -4.2106 0.0062 0.11 0.05 0.04
C -2.1780 -4.2241 -0.6757 0.01 -0.01 -0.01
C -2.6911 -3.0229 -1.1676 0.18 0.01 0.04
C -3.9251 -2.9360 -1.9197 -0.05 -0.07 0.00
N -4.7164 -3.9547 -2.2204 0.01 0.02 -0.04
H -5.0093 0.8415 -3.2027 0.00 0.00 0.00
H -3.6545 2.8798 -2.6417 -0.03 -0.01 -0.02
H -1.5915 2.5970 -1.2724 -0.01 0.00 -0.01
H 0.6232 -2.9423 0.7177 -0.02 -0.03 0.03
H -0.5475 -5.1165 0.4055 -0.03 -0.02 -0.01
H -2.7261 -5.1424 -0.8396 -0.01 0.00 0.00
O 1.3186 2.5911 2.1076 0.01 -0.03 -0.04
C 1.3134 2.7847 0.9109 0.06 0.14 0.03
O 0.6524 2.1453 0.0019 -0.15 0.03 0.00
C 2.1762 3.9298 0.3531 0.09 -0.13 0.13
N 2.1193 3.9204 -1.1601 0.02 -0.06 -0.06
C 1.5031 5.2200 -1.6091 0.03 -0.06 -0.04
C 1.8749 6.1777 -0.4907 0.01 0.03 -0.05
C 1.6944 5.3270 0.7649 -0.03 -0.02 0.04
H 3.2094 3.7463 0.6429 -0.02 0.04 0.04
H 1.5570 3.0932 -1.4168 -0.03 0.02 0.04
H 3.0490 3.8026 -1.5564 -0.01 0.01 0.00
H 0.4282 5.0553 -1.6665 0.00 0.03 0.02
H 1.8819 5.4752 -2.5951 -0.02 0.02 0.00
H 1.2506 7.0682 -0.4986 -0.01 -0.01 0.01
H 2.9126 6.4986 -0.6018 0.00 0.00 0.01
H 0.6435 5.2842 1.0556 0.00 0.01 -0.01
H 2.2557 5.6970 1.6182 -0.01 0.00 0.00
N 2.4796 -2.0093 -2.5364 -0.09 -0.06 0.01
C 1.8178 -1.0090 -3.1133 0.01 0.04 0.13
N 1.4711 -1.1229 -4.3927 0.01 0.00 -0.02
S 1.4359 0.4109 -2.2388 -0.16 -0.10 0.07
H 2.7276 -2.8537 -3.0267 -0.02 0.01 -0.02
H 2.7379 -1.9174 -1.5652 0.06 -0.01 -0.01
H 1.7304 -1.9133 -4.9608 0.02 0.01 -0.01
H 0.9716 -0.3629 -4.8207 0.02 0.00 -0.02


67
Properties=species:S:1:pos:R:3:forces:R:3 method="wB97M-V/def2-TZVPD" orbital_gap_ev=6.0 homo_energy_ev=-5.8 lumo_ev=0.1 relative_energy_kj_mol=138.8 e_tot_ev=-118242.8122
K -0.6530 -0.3804 0.0539 1.65 0.38 0.19
C -2.6494 3.5077 0.9964 -0.19 0.09 0.13
C -1.5810 2.6637 0.6641 0.05 0.00 0.02
N -1.3006 1.5602 1.3165 0.08 1.12 0.19
C -2.0348 1.1965 2.3763 -0.69 0.43 0.58
C -3.1229 2.0108 2.8233 0.30 -0.08 -0.27
C -3.4169 3.1759 2.0816 0.17 -0.02 -0.11
C -3.8620 1.6461 3.9559 -0.24 -0.17 0.45
C -3.5107 0.5058 4.6376 -0.39 0.56 -0.16
C -2.4738 -0.3084 4.2116 0.44 -0.45 -0.10
C -1.7035 -0.0429 3.0632 -0.10 -0.39 0.42
N -0.7369 -0.7694 2.4890 0.14 0.31 0.34
C -0.2173 -1.9630 2.8238 -0.26 -0.32 0.52
C -0.4933 -2.7872 3.9271 -0.29 0.63 -0.04
C -0.0042 -4.0811 4.0470 0.43 -0.54 -0.28
C 0.8307 -4.6229 3.1032 -0.17 -0.18 0.43
C 1.2597 -3.8204 2.0348 -0.07 0.39 -0.19
C 2.1944 -4.2790 1.0830 0.00 0.19 -0.12
C 2.6166 -3.4404 0.0875 0.05 -0.31 0.11
C 2.0950 -2.1421 0.0542 0.06 0.12 0.02
N 1.2072 -1.6917 0.9069 0.96 -0.20 -0.07
C 0.7649 -2.4884 1.8908 0.17 -0.87 0.43
H -2.8457 4.3977 0.4144 0.01 0.03 -0.01
H -0.9185 2.9063 -0.1596 0.00 0.06 -0.14
H -4.2486 3.7974 2.3919 0.00 0.02 0.00
H -4.6780 2.2709 4.2890 -0.07 0.07 0.02
H -4.0593 0.2237 5.5278 -0.02 0.00 0.02
H -2.2789 -1.1804 4.8064 0.02 -0.02 -0.04
H -1.1129 -2.4362 4.7312 -0.04 0.03 -0.05
H -0.3033 -4.6712 4.9046 0.01 -0.02 0.01
H 1.1858 -5.6400 3.1782 0.06 -0.10 0.05
H 2.5767 -5.2894 1.1642 0.00 -0.02 0.01
H 3.3404 -3.7603 -0.6485 0.03 0.02 -0.04
H 2.4345 -1.4331 -0.6923 0.03 0.04 -0.15
N 0.7932 -0.2392 -3.3072 -0.33 -0.16 0.31
C 1.9581 0.4545 -3.4712 0.26 0.13 -0.45
C 2.6576 0.4392 -4.6651 -0.24 -0.12 0.24
C 3.7955 1.2284 -4.8502 0.27 0.26 0.25
C 4.2750 2.0241 -3.8431 0.10 -0.09 -0.21
C 3.6289 2.0293 -2.5917 -0.38 -0.26 -0.03
C 4.1204 2.7393 -1.4780 -0.12 -0.04 0.23
C 3.4570 2.6620 -0.2854 0.23 0.14 -0.18
C 2.2752 1.9038 -0.2157 -0.08 -0.01 0.09
N 1.7833 1.2394 -1.2266 -0.39 -0.30 0.17
C 2.4464 1.2629 -2.3994 0.57 0.24 -0.38
H 0.6417 -1.0513 -3.8801 -0.03 0.04 0.03
H 0.4365 -0.2991 -2.3641 0.02 -0.03 -0.30
H 2.3126 -0.1912 -5.4730 -0.09 -0.03 -0.06
H 4.3090 1.2010 -5.8004 0.01 0.00 -0.08
H 5.1586 2.6304 -3.9783 0.09 0.03 -0.04
H 5.0330 3.3122 -1.5813 0.02 0.05 0.02
H 3.8297 3.1654 0.5939 -0.03 0.05 0.06
H 1.7196 1.8334 0.7068 -0.08 0.02 0.26
C -3.8611 0.7795 -3.0637 0.14 -0.13 0.23
As -3.5489 -0.5125 -1.6390 -2.07 0.06 -0.83
C -4.5862 -2.1035 -2.0910 0.24 0.17 0.13
C -4.2620 0.2116 0.0114 0.25 -0.04 -0.13
O -1.9784 -0.8967 -1.5982 -0.24 -0.81 -1.63
H -4.9098 0.8567 -3.3415 -0.05 -0.02 0.08
H -3.2744 0.4485 -3.9233 -0.05 0.00 0.12
H -3.4891 1.7518 -2.7366 -0.03 -0.06 -0.02
H -5.6288 -1.8846 -2.3109 -0.02 0.10 0.05
H -4.5240 -2.8002 -1.2513 0.00 0.08 -0.11
H -4.1141 -2.5564 -2.9663 -0.03 0.07 0.13
H -5.3486 0.2510 -0.0126 -0.04 -0.07 -0.10
H -3.8718 1.2196 0.1494 0.02 -0.01 0.00
H -3.9362 -0.4088 0.8473 -0.02 -0.02 -0.03


71
Properties=species:S:1:pos:R:3:forces:R:3 method="wB97M-V/def2-TZVPD" orbital_gap_ev="7.0 / 6.3" multiplicity=2 homo_energy_ev="-6.6 / -6.0" lumo_ev="0.4 / 0.3" relative_energy_kj_mol=146.7 e_tot_ev=-162714.1955
V -0.4499 -0.6249 0.5124 1.79 2.36 2.86
S -0.3296 -0.7454 2.8259 -0.36 -0.44 0.24
C 1.3258 -0.5494 3.3789 0.32 0.22 -0.27
C 1.6165 -0.8280 4.7129 0.07 0.04 -0.18
C 2.9031 -0.6896 5.1885 0.08 0.05 0.10
C 3.9175 -0.2460 4.3517 0.03 -0.01 0.01
C 3.6362 0.0452 3.0272 0.09 -0.04 -0.30
C 2.3536 -0.1233 2.5165 -0.36 0.14 0.25
As 1.7864 0.3612 0.6864 1.78 -0.41 1.24
C 3.5786 0.8303 0.0087 -0.33 0.25 -0.12
C 4.4745 -0.0635 -0.5662 -0.27 -0.18 0.09
C 5.7345 0.3662 -0.9481 0.09 0.02 0.01
C 6.1172 1.6824 -0.7476 -0.06 0.03 0.05
C 5.2312 2.5791 -0.1693 0.12 0.04 0.01
C 3.9678 2.1543 0.1977 -0.49 -0.05 0.14
C 1.6560 -1.4209 -0.0813 0.55 -0.59 -0.19
C 1.4144 -2.5768 0.6685 0.43 0.22 0.32
C 1.2562 -3.8029 0.0308 -0.10 -0.19 -0.11
C 1.3471 -3.8900 -1.3446 -0.01 0.01 0.09
C 1.6112 -2.7507 -2.0980 0.13 0.14 -0.03
C 1.7576 -1.5278 -1.4738 0.14 -0.18 -0.11
H 0.8112 -1.1449 5.3566 -0.07 -0.09 0.13
H 3.1090 -0.9188 6.2227 0.09 -0.01 0.14
H 4.9212 -0.1247 4.7302 0.10 0.00 0.03
H 4.4275 0.3889 2.3674 -0.02 -0.01 0.12
H 4.1889 -1.1004 -0.7114 0.07 0.09 0.01
H 6.4275 -0.3309 -1.3952 0.04 -0.09 -0.04
H 7.1043 2.0089 -1.0354 0.11 0.04 -0.05
H 5.5314 3.6029 -0.0025 0.00 0.10 0.00
H 3.2488 2.8387 0.6514 0.28 0.02 -0.12
H 1.4398 -2.5498 1.7574 -0.12 0.11 -0.30
H 1.0763 -4.6902 0.6215 -0.01 -0.04 0.04
H 1.2265 -4.8451 -1.8361 -0.01 -0.06 -0.03
H 1.6893 -2.8191 -3.1724 -0.01 0.03 -0.11
H 1.9307 -0.6338 -2.0664 -0.02 -0.14 0.00
N -6.2193 2.1671 -3.4469 -0.25 0.02 -0.12
C -4.9019 1.8668 -3.1889 0.30 -0.01 -0.04
C -4.1881 2.5922 -2.2288 -0.01 -0.06 -0.01
C -2.8586 2.3109 -1.9915 0.01 0.00 0.02
C -2.2338 1.3015 -2.6974 0.70 -0.35 0.11
C -2.9104 0.6017 -3.6816 -0.06 0.18 -0.19
C -4.2363 0.8860 -3.9334 0.01 0.09 0.10
S -0.6065 0.7478 -2.2406 0.05 0.84 -0.40
O 0.1990 0.5481 -3.4136 -0.27 -0.22 -0.24
O -0.0468 1.6674 -1.2602 -0.51 0.15 -0.52
N -0.7913 -0.6289 -1.4378 0.09 0.87 -1.42
C -1.8408 -1.3932 -1.2310 -1.64 -1.16 -0.54
N -2.8018 -1.6714 -2.1048 -0.06 -0.33 -0.16
C -3.7434 -2.5151 -1.6999 0.20 0.18 0.08
C -3.7677 -3.0785 -0.4332 0.10 0.05 0.21
C -2.7455 -2.7132 0.4351 -0.28 -0.20 -0.03
N -1.7931 -1.8861 0.0418 -1.81 -1.54 -0.91
H -6.7267 2.6747 -2.7425 -0.01 -0.07 -0.04
H -6.7566 1.4881 -3.9608 0.01 0.07 0.10
H -4.6925 3.3611 -1.6621 -0.02 0.15 0.02
H -2.2828 2.8725 -1.2741 -0.05 0.07 0.11
H -2.3816 -0.1527 -4.2394 -0.07 -0.13 -0.09
H -4.7763 0.3333 -4.6872 -0.05 -0.04 -0.14
H -4.4994 -2.7383 -2.4409 -0.18 -0.10 0.03
H -4.5545 -3.7438 -0.1216 -0.04 -0.11 0.01
H -2.6895 -3.0756 1.4594 0.02 0.07 -0.13
C -0.6145 2.7080 1.7362 -0.20 -0.22 -0.27
S -2.2619 2.0642 1.2818 0.38 0.94 1.81
C -2.7598 1.6395 2.9956 0.01 0.01 -0.55
O -2.0761 0.7533 0.6047 0.16 -1.09 -0.61
H -0.7644 3.6569 2.2406 -0.11 0.17 0.06
H -0.0470 2.8485 0.8138 -0.19 -0.02 0.07
H -0.1055 1.9945 2.3889 -0.17 0.03 -0.07
H -2.6240 2.4970 3.6427 0.02 0.26 0.03
H -2.1386 0.8080 3.3276 0.08 0.09 -0.08
H -3.8018 1.3435 2.9862 -0.20 0.01 -0.11


77
Properties=species:S:1:pos:R:3:forces:R:3 method="wB97M-V/def2-TZVPD" orbital_gap_ev=4.3 homo_energy_ev=-4.7 lumo_ev=-0.5 total_charge=-1 e_tot_ev=-78725.6755
C -0.7547 2.5981 -3.0739 -0.47 0.13 0.01
C -1.0764 3.5790 -1.9630 0.16 -0.42 -0.17
O -1.6854 4.5823 -2.2081 0.06 0.53 0.09
O -0.5949 3.3215 -0.7333 -0.70 -0.04 0.11
C -0.8184 1.9685 -0.2673 0.42 0.57 0.23
C -0.6723 1.7706 1.2544 0.62 0.22 -0.28
C -0.3952 0.2550 1.3917 -0.87 0.62 -0.48
C -1.2371 -0.6847 0.5711 0.88 -0.63 0.12
O -0.8095 -1.6765 0.0751 -0.32 -0.12 -0.11
F -2.5451 -0.3880 0.3786 -0.07 0.25 0.16
C 0.6700 2.4332 1.7697 0.46 0.79 0.11
O 0.9446 3.5930 1.4359 -0.60 0.19 -0.29
O 1.3294 1.7044 2.5198 0.62 -0.98 0.64
N -1.7916 2.2185 2.0998 -0.62 -0.09 -0.55
B -2.6330 1.2437 2.8117 -0.37 -0.04 0.68
O -2.0516 0.4971 3.8395 0.08 0.24 0.10
N -4.0282 0.9678 2.5683 0.98 -0.19 -1.33
C -4.5928 1.6083 1.3738 -0.64 0.04 0.49
C -4.3496 -0.4622 2.6815 -0.48 -0.10 0.42
C -2.0141 3.5700 2.3418 0.21 -0.55 0.07
I -3.1640 4.7687 0.9595 0.17 -0.10 -0.12
C -1.6048 4.2298 3.4153 -0.09 0.30 0.41
C -1.8608 5.6779 3.6690 0.34 0.21 0.05
I -0.5180 3.3116 4.9698 -0.08 -0.01 -0.22
H -1.4796 2.7754 -3.8578 -0.09 0.06 -0.21
H 0.2287 2.8310 -3.4696 0.24 -0.12 0.09
H -0.8169 1.5596 -2.7839 0.27 -0.20 0.13
H -0.0351 1.3448 -0.6863 -0.15 -0.09 -0.28
H -1.8042 1.6653 -0.6089 -0.17 -0.20 -0.01
H 0.5893 0.1329 0.9800 0.32 -0.22 -0.02
H -0.3114 -0.0456 2.4280 -0.25 -0.09 0.16
H -2.6701 0.4806 4.5789 0.04 -0.38 -0.09
H -3.8790 1.7473 0.5703 0.24 0.10 -0.03
H -5.4205 1.0334 0.9709 -0.12 -0.28 0.05
H -5.0134 2.5647 1.6557 0.05 0.30 -0.13
H -3.4746 -1.1036 2.6416 0.24 -0.01 0.10
H -4.8879 -0.7023 3.5923 0.00 0.13 0.18
H -4.9863 -0.7937 1.8686 -0.15 0.19 -0.25
H -2.9224 5.8934 3.7215 -0.22 0.03 0.09
H -1.3653 6.0083 4.5730 -0.07 0.03 0.19
H -1.4485 6.2579 2.8497 0.04 0.14 -0.20
C 3.9710 -1.7365 -3.1996 -0.02 -0.05 0.07
C 2.8448 -1.0299 -3.2061 0.01 -0.01 -0.03
C 2.2582 -0.5109 -1.9459 0.01 0.00 0.12
O 1.2316 0.1326 -1.9473 0.08 -0.10 -0.17
C 2.9751 -0.8055 -0.6788 0.01 -0.01 0.05
C 4.1028 -1.5114 -0.6751 -0.01 -0.01 -0.01
C 4.6876 -2.0299 -1.9343 -0.02 0.02 0.06
O 5.7214 -2.6698 -1.9377 0.03 0.02 -0.04
H 4.4139 -2.1225 -4.1062 0.00 0.01 -0.02
H 2.3087 -0.8024 -4.1190 -0.01 0.01 0.01
H 2.5323 -0.4135 0.2288 0.02 0.05 0.00
H 4.6424 -1.7359 0.2359 0.02 -0.01 -0.01
C -3.5671 -3.7274 5.2160 0.05 -0.03 0.02
C -2.9702 -4.9124 5.3132 -0.02 0.05 0.01
C -3.6950 -6.1677 4.9971 0.04 -0.03 0.00
O -3.1548 -7.2495 5.0885 -0.02 0.00 0.01
C -5.1106 -6.0516 4.5644 -0.05 0.04 -0.01
C -5.7078 -4.8675 4.4660 0.00 -0.06 -0.02
C -4.9828 -3.6121 4.7853 0.06 0.06 -0.03
O -5.5243 -2.5322 4.6949 -0.14 -0.16 0.17
H -3.0564 -2.7991 5.4397 -0.02 0.02 -0.04
H -1.9387 -5.0184 5.6234 0.00 -0.03 -0.01
H -5.6197 -6.9796 4.3371 0.04 -0.02 0.01
H -6.7385 -4.7603 4.1528 0.00 0.04 0.00
C 6.0978 -0.7117 -8.1149 0.02 0.02 -0.05
C 7.2972 -0.3802 -8.5841 -0.06 -0.01 0.00
C 8.4879 -0.3434 -7.6975 0.04 0.01 0.01
O 9.5801 -0.0402 -8.1266 0.00 0.00 -0.02
C 8.2894 -0.6917 -6.2686 -0.04 -0.01 0.03
C 7.0902 -1.0234 -5.7983 0.04 0.00 0.02
C 5.9010 -1.0598 -6.6860 0.02 0.00 0.06
O 4.8084 -1.3645 -6.2577 -0.02 -0.01 -0.13
H 5.2164 -0.7442 -8.7426 -0.02 -0.01 0.03
H 7.4639 -0.1234 -9.6223 0.04 0.01 0.01
H 9.1701 -0.6594 -5.6402 0.02 0.01 -0.02
H 6.9245 -1.2813 -4.7590 -0.03 -0.01 -0.01